Record 1
Below is a cluster of 3 separate species, C2H3NO2 in total at a distorted geometry, with properties calculated with the ωB97M-V functional and the def2-TZVPD basis.

Multiplicity: 3
Relative energy (zero: lowest compared OMol25 entry of this formula, charge and spin): 6.637 eV
LUMO level (spin up / spin down): 0.92 / -2.84 eV
Kohn-Sham gap (spin up / spin down): 8.18 / 7.47 eV
Net charge: 0
Largest force on an atom: 5.832 eV/Å
E: -282.9070 Eh

Geometry (Å):
C1 -0.967 -0.521 0.274
C2 -1.418 0.754 0.691
N1 -3.009 -0.169 -0.457
O1 -2.679 0.879 0.173
O2 -2.032 -1.033 -0.396
H1 0.150 -1.143 2.990
H2 -0.960 1.640 0.957
H3 -0.168 -0.707 2.333



Record 2
Below is a structure of composition C16H47BBrInNO9S6 at a distorted geometry, with properties calculated with the ωB97M-V functional and the def2-TZVPD basis.

LUMO level: 1.85 eV
Kohn-Sham gap: 4.97 eV
Net charge: -1
Largest force on an atom: 4.384 eV/Å
E: -6547.6810 Eh

Geometry (Å):
C1 -0.373 3.393 2.487
C2 0.356 4.097 1.264
O1 1.532 4.516 1.450
O2 -0.192 4.303 -0.018
C3 -0.346 3.053 -0.755
C4 1.028 2.310 -1.129
In1 1.092 0.283 -0.062
Br1 -1.300 -0.405 0.911
B1 2.400 0.629 1.807
N1 3.416 1.727 1.746
O3 2.137 -0.229 2.957
H1 -0.245 4.073 3.399
H2 -1.475 3.168 2.326
H3 0.142 2.397 2.742
H4 -0.945 3.177 -1.733
H5 -0.975 2.354 -0.089
H6 1.201 2.217 -2.251
H7 1.882 2.961 -0.721
H8 1.716 -1.038 -1.099
H9 4.339 1.380 2.053
H10 3.122 2.537 2.325
H11 1.235 0.028 3.259
C5 -3.920 -3.706 2.379
S1 -4.486 -2.274 1.437
O4 -4.120 -1.056 2.213
C6 -6.251 -2.567 1.697
H12 -2.829 -3.704 2.385
H13 -4.288 -3.647 3.405
H14 -4.277 -4.621 1.903
H15 -6.473 -2.580 2.766
H16 -6.533 -3.518 1.243
H17 -6.808 -1.759 1.221
C7 -3.771 0.694 -4.031
S2 -2.557 0.087 -2.839
O5 -1.236 0.039 -3.534
C8 -3.192 -1.602 -2.767
H18 -3.543 1.735 -4.258
H19 -3.721 0.104 -4.949
H20 -4.771 0.630 -3.598
H21 -3.178 -2.048 -3.764
H22 -4.211 -1.591 -2.374
H23 -2.553 -2.181 -2.100
C9 -8.767 3.406 -3.407
S3 -7.553 2.802 -2.214
O6 -6.232 2.755 -2.906
C10 -8.187 1.112 -2.144
H24 -8.539 4.448 -3.633
H25 -8.715 2.816 -4.324
H26 -9.767 3.341 -2.974
H27 -8.171 0.667 -3.140
H28 -9.205 1.122 -1.752
H29 -7.548 0.532 -1.476
C11 4.887 -2.287 -3.951
S4 4.676 -0.605 -3.333
O7 3.548 -0.627 -2.356
C12 4.042 0.085 -4.878
H30 5.244 -2.912 -3.132
H31 3.932 -2.675 -4.313
H32 5.624 -2.292 -4.756
H33 3.140 -0.450 -5.182
H34 4.806 0.006 -5.654
H35 3.801 1.136 -4.714
C13 7.721 -4.453 0.326
S5 6.589 -5.087 -0.929
O8 6.669 -4.172 -2.108
C14 5.073 -4.683 -0.035
H36 8.742 -4.567 -0.041
H37 7.519 -3.396 0.510
H38 7.602 -5.025 1.247
H39 5.037 -3.611 0.171
H40 5.039 -5.247 0.898
H41 4.221 -4.960 -0.657
C15 5.072 2.008 6.751
S6 3.946 1.393 5.478
O9 4.033 2.325 4.317
C16 2.426 1.782 6.371
H42 6.094 1.900 6.389
H43 4.868 3.062 6.952
H44 4.947 1.420 7.663
H45 2.389 2.850 6.595
H46 2.387 1.202 7.295
H47 1.578 1.514 5.740



Record 3
Below is a structure of composition C30H20F3MnN3O9S4 at a distorted geometry, with properties calculated with the ωB97M-V functional and the def2-TZVPD basis.

Multiplicity: 2
LUMO level (spin up / spin down): 4.03 / 4.03 eV
Kohn-Sham gap (spin up / spin down): 6.52 / 5.93 eV
Net charge: -2
Largest force on an atom: 1.781 eV/Å
E: -5040.1766 Eh

Geometry (Å):
Mn1 0.817 0.000 -0.247
C1 4.780 -1.450 0.148
C2 4.692 -2.829 0.205
C3 3.442 -3.425 0.179
C4 2.309 -2.631 0.086
N1 2.405 -1.308 0.014
C5 3.608 -0.721 0.055
C6 0.918 -3.214 0.096
C7 0.686 -4.579 0.193
C8 -0.623 -5.027 0.245
C9 -1.654 -4.104 0.202
C10 -1.323 -2.763 0.097
N2 -0.070 -2.340 0.036
H1 5.731 -0.937 0.180
H2 5.583 -3.439 0.283
H3 3.355 -4.499 0.251
H4 3.604 0.362 0.007
H5 1.501 -5.284 0.252
H6 -0.832 -6.086 0.331
H7 -2.690 -4.408 0.261
H8 -2.088 -1.994 0.068
O1 1.001 2.276 -3.439
S1 1.675 2.565 -2.187
O2 2.781 3.489 -2.283
O3 2.012 1.350 -1.429
C11 0.424 3.410 -1.186
C12 -0.623 3.965 -1.919
C13 -1.617 4.713 -1.307
C14 -1.570 4.929 0.058
C15 -0.546 4.370 0.804
C16 0.448 3.594 0.210
S2 1.587 2.800 1.369
O4 2.930 3.143 0.976
O5 1.165 3.265 2.674
O6 1.269 1.370 1.193
H9 -0.640 3.779 -2.984
H10 -2.430 5.119 -1.899
H11 -2.343 5.508 0.551
H12 -0.509 4.488 1.878
S3 -3.326 1.018 -1.769
C17 -3.310 1.558 -0.118
C18 -4.309 2.198 0.613
C19 -4.051 2.490 1.940
C20 -2.828 2.145 2.530
C21 -1.833 1.518 1.804
C22 -2.081 1.239 0.462
N3 -1.185 0.622 -0.410
C23 -1.695 0.422 -1.583
C24 -0.924 -0.297 -2.593
C25 -1.405 -0.546 -3.878
C26 -0.610 -1.242 -4.768
C27 0.656 -1.666 -4.348
C28 1.110 -1.396 -3.069
C29 0.336 -0.698 -2.122
H13 -5.258 2.453 0.159
H14 -4.812 2.984 2.533
H15 -2.648 2.376 3.572
H16 -0.877 1.250 2.238
H17 -2.383 -0.184 -4.186
H18 -0.954 -1.439 -5.777
H19 1.294 -2.203 -5.046
H20 2.112 -1.726 -2.800
F1 -0.976 -0.527 5.011
C30 -0.665 -1.774 4.628
F2 -1.780 -2.313 4.101
F3 -0.381 -2.474 5.742
S4 0.733 -1.798 3.438
O7 0.891 -3.220 3.172
O8 1.806 -1.177 4.173
O9 0.186 -1.046 2.326



Record 4
Below is a cluster of 3 separate species, C2H9NO4 in total at a distorted geometry, with properties calculated with the ωB97M-V functional and the def2-TZVPD basis.

SMILES string: CNC(=O)O.O.O
Relative energy (zero: lowest compared OMol25 entry of this formula, charge and spin): 1.990 eV
LUMO level: 0.33 eV
Kohn-Sham gap: 10.22 eV
Net charge: 0
Largest force on an atom: 5.649 eV/Å
E: -437.2743 Eh

Geometry (Å):
C1 -0.242 1.696 -1.019
N1 -0.530 0.230 -0.512
C2 -0.546 -0.511 0.678
O1 -1.538 -1.287 0.884
O2 0.428 0.023 1.485
H1 -0.850 2.513 -0.595
H2 -0.363 1.890 -2.098
H3 0.836 1.948 -0.833
H4 -1.082 -0.287 -1.194
H5 1.035 0.535 0.920
O3 -0.032 -2.616 -3.705
H6 -0.891 -2.912 -3.900
H7 0.301 -3.359 -3.196
O4 1.516 0.509 4.539
H8 1.136 0.460 3.606
H9 0.821 1.165 4.940



Record 5
Below is a cluster of 2 separate species, C3H12N2O in total at a distorted geometry, with properties calculated with the ωB97M-V functional and the def2-TZVPD basis.

SMILES string: CN(C)O.CN
Relative energy (zero: lowest compared OMol25 entry of this formula, charge and spin): 2.911 eV
LUMO level: 0.97 eV
Kohn-Sham gap: 9.61 eV
Net charge: 0
Largest force on an atom: 3.601 eV/Å
E: -306.1370 Eh

Geometry (Å):
C1 0.370 -1.255 -0.397
N1 0.942 0.295 -0.276
C2 1.985 0.536 -1.238
O1 1.450 0.490 1.032
H1 1.292 -1.828 -0.263
H2 -0.259 -1.705 0.365
H3 0.008 -1.316 -1.420
H4 2.386 1.544 -1.107
H5 1.553 0.459 -2.234
H6 2.811 -0.199 -1.155
H7 2.245 -0.069 1.158
C3 -2.265 0.309 1.330
N2 -1.896 0.289 -0.076
H8 -2.351 1.322 1.759
H9 -1.504 -0.227 1.898
H10 -3.210 -0.212 1.466
H11 -0.994 0.753 -0.208
H12 -2.563 0.812 -0.635



Record 6
Below is a cluster of 6 separate species, C25H55B2F3N5O8 in total at a distorted geometry, with properties calculated with the ωB97M-V functional and the def2-TZVPD basis.

LUMO level: 1.89 eV
Kohn-Sham gap: 6.29 eV
Net charge: -1
Largest force on an atom: 5.484 eV/Å
E: -2210.3789 Eh

Geometry (Å):
C1 -2.324 3.326 -4.338
O1 -1.332 3.865 -3.384
C2 -1.561 3.369 -2.014
C3 -0.133 2.684 -1.477
C4 0.406 1.758 -2.718
C5 1.303 0.458 -2.281
B1 0.467 -0.652 -1.349
C6 1.600 -1.390 -0.374
C7 1.715 -0.661 1.112
C8 0.854 -1.571 2.209
F1 1.483 -2.896 2.557
C9 -0.448 -1.093 2.811
F2 -0.467 -0.731 4.272
F3 -1.712 -0.914 2.033
C10 -0.185 -1.809 -2.319
B2 -1.649 -2.341 -1.706
O2 -2.039 -3.760 -2.020
O3 -2.552 -1.466 -0.880
H1 -1.917 3.389 -5.457
H2 -3.282 4.038 -4.324
H3 -2.614 2.205 -4.159
H4 -2.459 2.618 -2.006
H5 -1.873 4.299 -1.343
H6 0.587 3.564 -1.187
H7 -0.400 2.101 -0.498
H8 -0.439 1.412 -3.451
H9 1.126 2.458 -3.362
H10 1.546 -0.130 -3.292
H11 2.362 0.725 -1.823
H12 -0.345 -0.078 -0.681
H13 1.297 -2.522 -0.179
H14 2.654 -1.372 -0.933
H15 1.400 0.473 1.104
H16 2.848 -0.684 1.486
H17 -0.327 -1.458 -3.437
H18 0.534 -2.754 -2.326
H19 -2.501 -3.698 -2.929
H20 -3.414 -1.993 -0.765
C11 1.559 -6.725 -3.325
C12 1.273 -5.775 -2.196
O4 1.563 -4.581 -2.258
N1 0.673 -6.269 -1.076
C13 0.258 -7.626 -0.810
H21 2.038 -6.184 -4.146
H22 2.238 -7.513 -2.988
H23 0.626 -7.158 -3.695
H24 0.514 -5.568 -0.362
H25 -0.818 -7.619 -0.616
H26 0.781 -7.971 0.085
H27 0.474 -8.299 -1.640
C14 0.352 7.369 -0.842
C15 1.573 6.493 -0.822
O5 1.539 5.334 -0.413
N2 2.747 7.017 -1.275
C16 2.994 8.343 -1.791
H28 -0.505 6.811 -0.451
H29 0.510 8.246 -0.210
H30 0.126 7.673 -1.867
H31 3.522 6.366 -1.230
H32 3.376 8.244 -2.811
H33 3.757 8.813 -1.166
H34 2.096 8.961 -1.797
C17 -6.008 3.142 -7.842
C18 -5.514 2.810 -6.462
O6 -4.336 2.951 -6.139
N3 -6.414 2.338 -5.553
C19 -7.827 2.104 -5.734
H35 -5.175 3.506 -8.451
H36 -6.419 2.248 -8.318
H37 -6.766 3.929 -7.789
H38 -6.005 2.138 -4.648
H39 -8.367 2.715 -5.007
H40 -8.023 1.048 -5.532
H41 -8.165 2.351 -6.741
C20 0.705 -0.899 9.338
C21 0.340 0.558 9.386
O7 0.250 1.174 10.446
N4 0.104 1.200 8.207
C22 0.158 0.660 6.869
H42 0.862 -1.271 10.355
H43 -0.106 -1.474 8.883
H44 1.632 -1.034 8.775
H45 -0.136 2.178 8.322
H46 0.899 1.230 6.303
H47 -0.825 0.795 6.410
H48 0.424 -0.397 6.857
C23 3.231 -3.998 4.511
C24 3.773 -5.125 5.345
O8 3.207 -6.215 5.418
N5 4.929 -4.915 6.036
C25 5.737 -3.719 6.083
H49 2.306 -4.318 4.022
H50 3.005 -3.138 5.147
H51 3.953 -3.723 3.739
H52 5.229 -5.720 6.573
H53 6.739 -3.973 5.727
H54 5.798 -3.392 7.124
H55 5.327 -2.915 5.472